Below is a structure of composition C69H140F30N12O24S10 in a non-equilibrium geometry, with properties calculated with the ωB97M-V functional and the def2-TZVPD basis.

Geometry as XYZ:
```
285
Properties=species:S:1:pos:R:3:forces:R:3
C -5.6635 14.0438 37.3116 0.332 0.113 -1.287
C -7.1172 14.1266 36.8359 -0.541 0.979 0.292
C -7.5047 13.0024 35.8836 0.115 0.117 0.329
C -9.0430 12.8363 35.7138 0.710 -1.343 -0.247
N -9.3677 11.5643 34.8743 0.950 1.140 -1.263
C -10.7703 11.1129 34.8690 -0.743 -1.457 0.250
C -10.7077 9.6737 34.3432 2.437 -0.011 0.962
C -9.2235 9.1695 34.7410 -1.807 1.124 -0.182
C -8.6794 10.3499 35.5081 0.306 0.386 -1.617
C -8.9136 11.8454 33.3412 0.340 -1.732 2.048
H -5.4191 14.8737 37.9787 -0.010 0.062 -0.236
H -5.0182 14.1122 36.3710 -0.392 -0.303 1.435
H -5.4973 13.1279 37.9038 0.100 0.131 -0.548
H -7.3184 15.1271 36.3610 0.216 -0.885 0.412
H -7.7398 14.0708 37.7295 -0.251 0.090 0.068
H -6.9517 12.1264 36.2098 -0.597 -0.490 0.483
H -6.9994 13.2016 34.9599 -0.203 0.325 -0.939
H -9.4232 13.7186 35.1770 -0.240 -0.413 0.392
H -9.5485 12.6091 36.6782 0.292 0.634 -0.543
H -11.4538 11.6433 34.2352 0.014 1.015 -0.074
H -11.1550 11.0342 35.8935 0.235 0.602 -0.111
H -10.8173 9.6293 33.2937 -0.236 -0.088 -1.131
H -11.4341 9.0640 34.8002 -0.997 -0.652 0.478
H -8.6642 9.0610 33.8214 0.114 -0.614 0.193
H -9.2668 8.2936 35.3838 0.228 -0.187 -0.354
H -7.6190 10.4682 35.3036 0.000 -0.063 0.619
H -8.9670 10.3028 36.5480 0.256 0.350 0.293
H -9.4068 12.7365 33.0317 -0.361 0.653 -0.132
H -9.1600 10.9879 32.6933 -0.196 0.355 0.563
H -7.8246 11.9382 33.3518 -0.551 0.237 0.093
C 2.1211 10.1552 35.0697 -1.271 -0.114 -0.859
C 1.5683 10.6704 33.7588 -1.551 -0.146 -0.455
C 0.2192 11.4126 33.8767 -0.517 -0.716 3.037
C -0.1642 12.0093 32.5925 0.813 0.026 -2.174
N -1.1319 13.1204 32.6303 -1.023 0.744 0.990
C -1.3348 13.6911 31.2620 -0.134 -1.511 -1.033
C -1.8373 15.0918 31.3673 1.826 0.323 0.880
C -1.1377 15.5858 32.6775 0.697 -0.383 -0.089
C -0.6511 14.2914 33.4596 -1.684 1.277 0.218
C -2.4792 12.7010 33.1587 -0.608 0.287 0.025
H 3.1243 9.8668 34.8944 1.064 -0.404 0.400
H 1.5040 9.3334 35.3552 -0.165 -1.185 0.157
H 1.9706 10.8092 35.8946 0.445 1.185 0.551
H 1.3621 9.8252 33.0598 0.508 0.464 0.363
H 2.2480 11.3417 33.2796 0.689 0.374 -0.359
H 0.2782 12.2154 34.6954 0.032 -1.066 -0.957
H -0.5561 10.6509 34.2255 0.764 0.979 -0.292
H -0.5604 11.2338 31.8893 0.455 0.830 0.505
H 0.7638 12.4746 32.1652 -0.766 -0.442 0.031
H -2.0303 12.9780 30.7940 0.362 0.341 -0.334
H -0.3413 13.6427 30.8026 -0.291 0.061 -0.175
H -2.8896 15.2083 31.3133 -0.892 -0.203 0.587
H -1.4802 15.6655 30.5415 0.436 0.312 -0.704
H -1.8346 16.2030 33.1828 -0.790 0.130 1.094
H -0.2774 16.2775 32.5535 -0.324 -0.721 -0.481
H -1.0095 14.2395 34.5079 -0.327 -0.116 -0.789
H 0.3967 14.2415 33.5804 1.299 -0.035 -0.481
H -3.1089 13.6243 33.1973 0.432 -0.858 -0.137
H -2.3083 12.3786 34.1747 -0.100 -0.217 0.317
H -2.9809 11.8958 32.5581 0.897 0.872 0.319
C -8.5190 2.2267 25.6544 1.232 0.880 0.263
C -7.2678 2.9658 25.0825 0.468 0.721 0.860
C -6.1985 3.2803 26.1906 -1.403 -0.522 -0.391
C -5.0296 4.1113 25.6806 -1.143 -0.345 -1.205
N -4.4395 5.0299 26.6712 -1.514 1.789 1.958
C -3.2178 5.6571 26.1408 2.403 -0.705 -0.803
C -2.1030 4.7159 26.6768 0.528 0.010 -0.959
C -2.5728 4.4827 28.0984 0.123 -0.039 -1.023
C -4.0790 4.2468 27.9363 1.121 0.249 1.267
C -5.4021 6.1596 27.1335 0.814 -0.140 0.407
H -9.1910 2.0071 24.8469 -0.511 -0.079 -0.208
H -8.9854 2.8856 26.4107 0.007 -0.233 -0.520
H -8.2815 1.3060 26.1835 0.229 -0.132 -0.152
H -7.5819 3.9165 24.6348 -0.172 -0.007 0.189
H -6.7126 2.4937 24.2812 -0.312 -0.759 -0.289
H -5.8810 2.3014 26.5395 0.308 -0.049 0.234
H -6.7450 3.7352 27.0100 0.162 0.290 0.206
H -5.3940 4.7462 24.8503 0.348 -0.254 0.281
H -4.2741 3.4096 25.2953 0.129 0.618 0.168
H -2.9307 6.6622 26.4893 -1.099 -0.435 0.255
H -3.2996 5.7128 25.0481 0.044 -0.127 0.277
H -1.1120 5.1823 26.6514 -0.296 0.112 0.000
H -1.9982 3.7890 26.0930 -0.314 0.143 0.109
H -2.4339 5.4401 28.5486 0.026 0.646 0.880
H -1.9398 3.7763 28.6398 -0.596 -0.207 0.001
H -4.5590 4.6058 28.8726 -0.381 -0.100 -1.053
H -4.3545 3.2267 27.7504 -0.003 -0.422 0.077
H -4.7705 6.8472 27.7310 -0.416 -0.524 -0.188
H -6.1865 5.7296 27.7415 -0.005 -0.050 -0.022
H -5.8461 6.7416 26.3375 0.201 -0.254 -0.649
C 1.5575 0.7054 29.3505 0.984 0.377 1.378
C 1.8062 0.4761 30.8810 -1.896 0.591 0.239
N 2.4902 1.5751 31.7153 0.409 -0.819 -0.213
C 3.7004 2.0511 30.9646 -0.029 0.115 -0.860
C 1.4735 2.6796 31.9660 1.730 1.608 1.828
C 2.0340 3.9450 32.7021 -1.280 0.360 -0.018
C 2.7794 0.9282 33.0899 2.113 0.520 -0.746
C 4.1082 0.0354 33.1565 -2.650 -0.060 -0.778
O 4.1461 -0.8017 32.0085 0.081 -0.423 0.477
C 5.1964 -1.7562 32.1039 0.221 -0.029 0.803
H 0.7468 0.0257 29.0915 0.152 0.030 -0.194
H 2.4948 0.4066 28.8842 -0.272 0.092 -0.632
H 1.2846 1.7445 29.0551 0.181 -0.751 0.362
H 2.2760 -0.4949 31.1088 -0.039 0.733 -0.320
H 0.8248 0.5172 31.3762 0.085 -0.595 -0.230
H 4.3479 2.6995 31.5548 -0.169 -0.263 0.215
H 3.3468 2.6433 30.1028 0.017 -0.166 0.451
H 4.2546 1.1907 30.5280 -0.410 0.482 0.755
H 0.6956 2.3608 32.6395 -0.273 -0.894 -0.055
H 1.0663 2.9928 31.0503 -0.511 0.147 -1.371
H 2.7942 4.5072 32.1932 0.681 -0.239 -0.275
H 2.2553 3.8243 33.7587 0.421 -0.570 -0.061
H 1.2136 4.6970 32.7532 0.131 -0.760 -0.326
H 1.8731 0.4074 33.2809 -0.529 -0.753 0.432
H 2.8609 1.7649 33.7869 0.098 -0.352 0.035
H 4.0564 -0.6072 34.0590 0.110 0.671 -0.202
H 4.9635 0.6672 33.1294 0.839 0.637 0.434
H 6.1461 -1.3235 31.8190 0.282 0.167 -0.341
H 4.9625 -2.6153 31.5057 -0.155 -0.195 -0.557
H 5.3464 -2.1351 33.1287 -0.350 0.226 -0.104
C -5.0210 9.3637 33.8278 0.586 0.840 -1.343
C -5.0057 7.8892 33.5422 -1.114 -1.903 0.309
N -3.9211 6.9921 34.2495 0.443 2.771 0.381
C -4.0983 7.1324 35.7226 0.458 -1.265 0.642
C -4.1581 5.5930 33.8821 0.654 -1.143 0.293
C -3.8034 5.2705 32.4669 -1.562 2.198 -0.403
C -2.5560 7.4913 33.8040 -0.501 0.236 0.783
C -1.3960 6.6739 34.1837 0.933 -1.463 -0.837
O -0.8878 7.0314 35.4232 0.061 0.607 0.825
C 0.3884 6.5851 35.7638 1.152 -1.141 0.325
H -4.1363 9.9009 33.4094 -0.312 -0.524 0.373
H -5.1008 9.5659 34.8927 -0.323 0.201 -0.118
H -5.8338 9.8397 33.2014 0.534 -0.758 1.106
H -5.0237 7.6010 32.4802 0.522 0.513 0.340
H -5.9294 7.3978 33.9233 0.339 0.613 -0.096
H -5.1051 6.8420 36.0533 0.322 0.309 -0.436
H -3.8178 8.1039 36.0620 -0.306 0.928 -0.132
H -3.3866 6.4855 36.2534 -0.208 -0.164 -0.745
H -5.1922 5.4841 34.0499 -1.497 -0.405 -0.057
H -3.7101 4.9523 34.6373 0.483 0.083 -0.033
H -4.0308 4.3233 32.1161 -0.341 -2.170 0.016
H -2.8625 5.5697 32.1219 1.753 0.075 -0.117
H -4.4850 5.8737 31.8654 0.048 -0.058 -0.246
H -2.3551 8.5457 33.9973 -0.633 -0.033 0.466
H -2.6018 7.3947 32.7781 -0.256 0.168 -2.306
H -0.6590 6.7112 33.3446 -0.088 0.451 0.652
H -1.6783 5.6274 34.1877 -0.042 -0.422 0.122
H 1.2004 6.9877 35.0976 -0.713 -0.122 0.477
H 0.5511 5.4562 35.8195 -0.647 1.164 -0.379
H 0.5188 6.9241 36.8043 0.301 0.042 -0.384
C 3.0301 11.9261 40.5225 1.498 1.103 0.521
C 2.5641 10.7359 41.2422 -0.952 0.124 1.848
N 3.0262 9.4267 40.7839 0.061 -1.394 -0.100
C 4.5118 9.4100 40.9822 0.010 -0.873 -0.811
C 2.4689 8.3368 41.7087 0.764 -0.256 -0.431
C 2.9289 8.5215 43.1505 -0.562 -0.445 0.750
C 2.6503 9.1335 39.3295 0.208 -0.216 -0.209
C 1.1808 8.9514 38.9041 -0.889 1.289 1.975
O 0.4432 10.1439 39.2079 1.962 0.124 0.484
C -0.8716 10.2143 38.8086 -2.204 1.184 -0.251
H 2.7271 11.8358 39.4949 0.231 0.590 -0.527
H 4.1114 12.0886 40.7119 -0.445 -0.074 -0.796
H 2.5940 12.8183 40.9953 -0.274 -0.365 -0.361
H 1.4989 10.7207 41.1322 -0.712 -0.186 0.460
H 2.8863 10.7444 42.3010 -0.577 0.527 -0.713
H 4.8978 8.3830 40.7094 -0.245 1.281 0.491
H 4.6836 9.7091 42.0220 0.258 -0.340 -0.483
H 4.8990 10.1791 40.3341 0.479 -0.067 -0.260
H 2.9103 7.3952 41.3118 -0.620 0.483 0.140
H 1.3869 8.3664 41.5621 0.146 -0.136 0.299
H 2.3617 7.8523 43.8320 0.379 0.205 -0.606
H 2.7171 9.5167 43.5139 -0.182 0.103 0.226
H 3.9981 8.3568 43.3213 -0.357 -0.305 -0.194
H 3.1383 8.1758 39.1061 0.172 0.391 -0.165
H 3.0853 9.9654 38.7680 0.062 -0.434 -0.115
H 0.6821 8.1645 39.4833 0.276 -0.417 -0.357
H 1.1099 8.7692 37.8491 0.385 -0.406 -0.629
H -1.3840 9.2591 38.7947 -0.001 -0.468 0.058
H -1.0195 10.6750 37.8060 0.369 -0.306 0.389
H -1.4484 10.8684 39.5286 0.763 -0.666 -0.655
C -3.8614 6.8331 41.1457 0.522 1.061 0.743
C -2.6115 5.9936 40.9882 0.667 0.748 -0.177
N -2.4249 5.2497 39.6781 -0.011 -0.445 1.346
C -2.3414 6.2894 38.5938 -0.599 -1.162 0.401
C -1.1271 4.3779 39.7215 -1.935 -0.612 0.180
C 0.1153 5.0897 40.0655 0.839 0.168 -0.082
C -3.6601 4.3615 39.5150 -0.261 0.012 -0.223
C -3.9616 3.4266 40.6684 0.065 -0.152 0.573
O -3.0173 2.4193 40.9215 -0.251 0.043 0.344
C -3.0726 1.3667 39.9947 0.637 0.033 -1.179
H -3.8137 7.6891 40.4930 -0.328 0.263 -0.322
H -3.7516 7.2864 42.1639 -0.377 -0.474 -0.658
H -4.8415 6.3576 41.0608 0.327 -0.171 0.026
H -2.5914 5.3626 41.8381 0.233 -1.451 0.322
H -1.6992 6.5958 41.1277 -0.474 0.169 -0.316
H -1.5588 6.9288 38.8823 1.278 0.809 0.149
H -3.2395 6.8527 38.7478 -0.641 0.296 -0.785
H -2.1685 5.8990 37.5771 -0.220 -0.175 0.724
H -1.1086 4.0009 38.7194 0.286 -0.445 -0.566
H -1.3304 3.5266 40.4057 -0.029 0.730 -0.414
H 0.3911 5.8202 39.3306 -0.096 0.847 -0.367
H 0.9474 4.4030 39.9737 0.019 -0.518 0.221
H 0.1172 5.4990 41.0615 0.073 0.213 0.384
H -3.4656 3.7567 38.6346 -0.210 0.193 -0.442
H -4.5817 4.9883 39.4410 1.011 -0.298 -0.542
H -4.9766 3.0204 40.5423 0.236 0.002 -0.418
H -4.0142 3.9432 41.6049 -0.176 0.636 0.488
H -4.1000 1.1108 39.7286 -0.087 -0.163 0.220
H -2.5458 0.5245 40.4322 -0.106 -0.135 -0.026
H -2.5585 1.6630 39.0542 -0.240 -0.355 0.466
C -1.8125 9.0410 28.3442 0.363 -1.085 0.089
F -3.1060 9.3024 28.1713 0.420 0.750 0.011
F -1.5618 7.9744 27.5218 0.286 0.859 0.670
F -0.9898 10.0406 28.0352 -0.842 -0.230 -0.428
S -1.4892 8.6135 30.1299 0.593 0.726 0.823
O -1.3571 9.9060 30.7913 -1.244 -0.852 -0.639
O -2.5477 7.6919 30.4719 0.075 0.336 -0.074
N -0.0502 8.0322 30.2025 0.786 -1.316 -0.120
S 0.3052 6.4688 30.0634 0.738 2.576 0.293
O -0.1375 5.7117 31.1847 -0.250 -0.900 0.675
O 0.1092 6.0071 28.7482 -0.325 -1.354 -1.702
C 2.1847 6.6231 30.2283 -1.650 1.436 -1.549
F 2.6140 7.5495 29.3252 -0.117 -0.836 0.984
F 2.4170 7.0142 31.4496 0.801 0.551 1.109
F 2.8165 5.4946 29.9985 0.189 -0.717 -0.218
C -8.0615 3.2369 30.5177 -0.355 -4.306 0.576
F -7.8200 2.8571 31.8109 -0.412 1.125 -1.137
F -7.3688 2.2968 29.7775 0.004 1.247 0.220
F -9.3402 2.9988 30.2287 -0.138 0.311 0.351
S -7.6351 4.8905 30.0959 2.881 0.388 0.015
O -6.3031 4.9821 30.7050 -0.992 0.294 -0.983
O -7.7649 4.9254 28.6633 0.213 -0.223 0.041
N -8.7065 5.7551 30.7017 -1.258 1.457 0.787
S -8.7314 6.4250 32.1405 -0.586 0.506 -1.470
O -8.1252 5.6233 33.1405 0.308 -0.595 1.045
O -8.3645 7.8264 32.1151 -0.472 -0.657 -0.269
C -10.6272 6.3164 32.3889 1.383 -0.077 0.260
F -11.1831 5.2088 31.8958 0.440 0.592 0.466
F -10.6870 6.3324 33.7281 -0.883 -0.064 -0.030
F -11.2541 7.3747 31.8958 0.000 -0.054 0.033
C 1.3747 0.4256 36.9263 -0.002 0.708 0.089
F 0.9443 -0.0822 35.7417 0.189 -0.672 1.604
F 0.5464 0.2087 37.9937 1.470 -0.446 -2.007
F 2.6490 -0.0426 37.1849 -2.548 0.876 -0.338
S 1.3257 2.2905 36.5367 3.967 1.597 -1.851
O 1.3008 2.9849 37.8017 -0.658 -0.390 -0.306
O 2.5652 2.5067 35.7099 -2.422 -0.882 2.004
N 0.1623 2.6464 35.4889 0.917 -0.314 0.301
S -1.3128 2.7863 35.9440 -2.688 -1.651 0.559
O -1.6551 1.8886 37.0468 0.232 1.136 -0.785
O -1.7955 4.1617 36.0137 0.387 -1.072 -0.229
C -2.2573 1.9294 34.4298 1.288 -0.266 -0.036
F -1.9579 0.5727 34.3731 -0.553 2.288 0.289
F -3.5590 2.1268 34.4794 0.058 -0.397 0.639
F -1.8507 2.4957 33.2784 0.362 -0.260 0.221
C -6.9131 12.2371 30.2538 0.431 3.038 1.675
F -7.6659 13.3870 30.3024 -0.214 -1.064 0.220
F -7.6168 11.1931 30.5745 -0.717 -0.787 0.195
F -6.4730 12.1576 29.0428 0.697 -0.554 -1.091
S -5.5072 12.5390 31.5290 -1.019 0.367 -0.744
O -6.0215 12.0836 32.8220 0.958 0.772 -1.209
O -4.4372 11.8392 30.9056 0.936 -1.456 -0.104
N -5.0996 14.0670 31.3328 -0.923 1.756 2.547
S -5.4981 15.1546 32.5667 -2.532 -1.348 -0.300
O -6.8069 14.8782 33.2032 2.262 0.538 -1.087
O -4.3788 15.4562 33.4162 0.277 -0.275 -0.024
C -5.7377 16.7703 31.6473 1.443 0.628 -1.764
F -4.7082 16.9475 30.7249 -0.783 -0.393 1.350
F -6.8399 16.7626 30.9236 -0.243 0.046 0.624
F -5.6891 17.8263 32.4792 -0.363 -1.173 -0.456
C -8.6529 4.9884 37.6979 0.191 0.777 -1.109
F -9.2332 6.0131 37.0372 -0.033 -0.328 0.288
F -9.5811 4.2203 38.2161 0.063 -0.014 0.412
F -7.9776 4.2749 36.7687 0.044 0.519 1.134
S -7.5711 5.8533 39.0152 0.830 0.402 1.381
O -8.3966 6.5311 39.9872 0.031 -0.872 -1.260
O -6.6068 4.9005 39.5118 -0.722 -0.755 -0.055
N -6.6658 6.8178 38.1178 -0.287 1.157 -0.131
S -6.9521 8.3632 37.9196 0.727 -0.966 -2.007
O -6.2601 8.6892 36.6727 -0.904 0.599 1.427
O -8.2601 8.8468 38.1935 -0.768 0.035 -0.299
C -6.0814 9.2997 39.2072 1.523 0.251 4.385
F -4.7237 9.4022 39.0938 -0.551 -0.511 -0.728
F -6.4985 10.5341 39.4518 -0.447 0.187 -1.378
F -6.2781 8.7036 40.4690 0.191 -0.197 -1.887
```
Positions in Å, forces in eV/Å.

Results
DFT total energy: -12152.90183 hartree
Relative energy (zero: lowest compared OMol25 entry of this formula, charge and spin): 0.391 eV
LUMO energy: -3.653 eV
2S+1: 1
Highest occupied orbital energy: -12.59 eV
Kohn-Sham gap: 8.94 eV
Charge: +2

Atomic partial charges in e from the Löwdin method, atoms 1 to 8: -0.10 -0.26 -0.20 -0.04 -0.21 -0.13 -0.11 -0.10